The following is a quantum chemistry calculation of a structure of composition C5F19N2O23S9Y at a distorted geometry, from the OMol25 dataset.

```
59
Properties=species:S:1:pos:R:3:forces:R:3:mulliken_charge:R:1
Y 0.225 -0.306 -0.143 -0.1228 -0.0359 -0.1434 2.00
N -2.410 -3.742 -0.922 2.5876 -3.6504 -5.1225 -0.25
S -3.772 -4.333 -0.541 -6.2180 2.2261 5.8149 1.03
O -3.961 -5.685 -0.012 0.6975 1.5649 -1.5973 -0.55
O -4.911 -3.682 -1.170 1.2438 -1.2376 0.3728 -0.58
F -3.583 -3.495 0.833 -1.2183 0.1275 1.0804 -0.33
S -2.291 -5.052 -2.108 2.5548 -0.5720 -3.2064 1.07
O -3.323 -5.231 -3.103 -0.1640 0.9797 1.2760 -0.56
O -1.711 -6.244 -1.627 0.1775 -0.8037 1.5490 -0.56
F -1.099 -4.563 -3.001 0.6115 1.6140 -0.1390 -0.26
N -0.829 -1.275 8.179 2.4002 2.8237 -2.9320 -0.22
S -0.515 -0.040 7.089 4.5074 0.5068 -4.5521 1.05
O -0.692 1.326 7.513 -0.2177 -1.3836 -0.1600 -0.53
O -0.717 -0.411 5.653 -0.9560 0.8855 3.4357 -0.57
F 1.078 -0.168 7.042 0.1738 -0.2092 1.0884 -0.28
S -2.330 -1.065 8.021 -8.6713 -2.7951 4.2455 1.07
O -3.125 -1.822 7.035 1.9360 2.4496 0.5265 -0.58
O -2.867 0.181 8.639 0.9292 -2.2676 -2.2323 -0.59
F -2.624 -2.114 9.245 -0.0851 -0.0433 0.6518 -0.36
C -5.377 4.829 1.697 0.3147 -2.9375 -1.4786 0.60
F -6.198 5.349 2.559 -1.7660 0.1014 0.8014 -0.22
F -5.906 4.923 0.413 0.3647 -0.0112 1.5029 -0.24
F -4.313 5.553 1.757 2.0615 1.1406 -0.4368 -0.22
S -4.888 2.931 2.083 -1.8410 -0.7982 -0.8236 1.08
O -4.703 2.817 3.498 -0.4329 0.7654 0.9963 -0.54
O -6.040 2.183 1.550 1.0126 1.1270 0.3740 -0.60
O -3.642 2.648 1.406 0.4179 0.5355 -1.0724 -0.57
C -4.076 1.846 -5.850 1.9998 -1.1799 1.4549 0.58
F -4.459 2.390 -7.003 -0.3531 -0.2436 0.3300 -0.22
F -4.236 2.728 -4.840 -0.3091 -0.1230 -0.8426 -0.22
F -4.821 0.747 -5.534 0.1711 1.0883 -0.7416 -0.23
S -2.174 1.304 -5.865 0.9247 1.8680 1.1289 1.07
O -1.740 1.438 -4.451 -0.7276 0.4039 -1.0291 -0.61
O -2.160 -0.085 -6.221 -0.4004 -0.3688 -1.0854 -0.59
O -1.535 2.294 -6.764 -1.2127 -1.5026 0.9691 -0.63
C 2.805 6.877 -0.376 -2.1852 -2.2373 2.4292 0.61
F 3.567 7.916 -0.172 0.3471 1.0717 0.0528 -0.21
F 1.474 7.169 -0.265 0.3835 0.9505 0.7045 -0.25
F 2.885 6.459 -1.587 1.3581 -0.7530 -2.2550 -0.21
S 3.112 5.492 0.943 1.0440 -2.5581 -0.6322 1.06
O 2.318 4.313 0.419 1.2648 2.4442 0.7547 -0.60
O 4.571 5.233 0.955 -1.6737 0.5360 -0.7305 -0.63
O 2.669 6.041 2.201 -0.6075 0.3632 -0.3568 -0.60
C 5.047 -1.510 -6.104 -0.3298 1.7161 2.8882 0.61
F 6.068 -1.197 -6.903 -0.0352 -0.3071 0.0588 -0.22
F 3.930 -1.011 -6.623 -0.1882 -0.5092 -0.7514 -0.22
F 4.972 -2.805 -5.896 -0.0763 -1.1083 -1.0896 -0.21
S 5.129 -0.795 -4.327 0.5867 -1.4918 1.8090 1.09
O 3.927 -1.301 -3.615 1.2223 -0.0626 -1.2025 -0.60
O 6.409 -1.259 -3.779 -1.0802 -0.3779 -0.7476 -0.62
O 5.097 0.613 -4.470 -0.2462 2.1726 -0.8541 -0.60
C 5.274 -5.383 1.325 -1.8251 2.2713 0.2474 0.58
F 6.513 -5.787 1.338 0.7580 -0.5686 -0.3962 -0.21
F 4.876 -5.081 0.024 0.5605 -1.1163 1.6603 -0.23
F 4.497 -6.374 1.850 0.5361 0.9314 -0.8741 -0.22
S 5.159 -3.686 2.326 -0.4511 0.1513 2.3897 1.05
O 6.425 -3.019 2.058 -0.7812 -0.4994 -0.8064 -0.61
O 3.927 -3.024 1.854 1.1673 -0.7801 -0.2051 -0.59
O 5.075 -4.053 3.766 -0.1390 -0.2834 -2.0967 -0.63
```
Positions in Å, forces in eV/Å.

As for the HOMO energy: -2.60 eV. Its molar mass is 1194.5 g/mol. The calculated total energy comes out at -205433.96629 eV. As for the total charge: -4. The energy above the lowest of the compared OMol25 structures with the same formula, charge and spin is 17.377 eV.

***

The following is a quantum chemistry calculation of the molecule C5H10 at a distorted geometry, from the OMol25 dataset.

```
15
Properties=species:S:1:pos:R:3:forces:R:3:mulliken_charge:R:1
C 1.823 -0.441 1.702 4.6764 -0.4134 -0.3092 -1.02
C 0.517 0.003 1.150 -0.0731 -1.0306 4.2580 0.00
C 0.234 0.331 -0.057 2.5337 0.2800 -3.9562 0.09
C -1.035 0.722 -0.579 0.5531 -5.3922 -3.1052 -0.96
C -1.477 -0.249 -1.772 2.1531 14.8928 -3.7211 -1.37
H 2.154 0.200 2.660 -0.6608 -1.4461 -2.2317 0.25
H 2.786 -0.435 0.857 -2.7737 0.6996 2.1998 0.22
H 1.982 -1.546 1.964 -1.0920 1.4340 0.0685 0.27
H -0.265 0.043 2.004 0.8711 0.0463 -1.7237 0.20
H 0.978 0.299 -0.947 -0.4132 -0.1343 1.9950 0.14
H -1.685 0.550 0.130 -3.8257 -0.8815 3.8865 0.40
H -1.122 1.677 -0.750 -0.1471 5.2039 -1.8016 0.56
H -0.773 -0.257 -2.590 0.4610 0.0219 -0.1214 0.33
H -2.419 0.166 -2.222 0.7188 -0.0973 0.2940 0.30
H -1.698 -1.063 -1.550 -2.9816 -13.1831 4.2683 0.60
```
Positions in Å, forces in eV/Å.

As for the HOMO energy: -9.35 eV. Its molar mass is 70.1 g/mol. The calculated total energy comes out at -5343.47712 eV. As for the total charge: 0. Its SMILES is C/C=C/CC. The energy above the lowest of the compared OMol25 structures with the same formula, charge and spin is 3.789 eV.

***

The following is a quantum chemistry calculation of the molecule C5H10 at a distorted geometry, from the OMol25 dataset.

```
15
Properties=species:S:1:pos:R:3:forces:R:3:mulliken_charge:R:1
C 1.341 -0.221 0.322 -1.0243 -0.4259 -1.8559 -0.73
C 0.366 -0.711 -1.179 1.6296 0.5008 2.1922 -0.58
C -1.029 -0.113 -0.972 0.1078 1.2667 2.4650 -0.58
C -0.868 0.742 0.506 -1.2256 -1.3315 -2.9331 -0.70
C 0.229 0.081 1.288 -0.5814 1.1482 0.6030 -0.34
H 1.839 0.676 -0.049 0.0188 0.0214 0.2379 0.25
H 2.114 -0.910 0.738 -0.7633 0.1941 -0.8040 0.35
H 0.899 -0.290 -2.045 -0.1691 -0.2127 0.3872 0.30
H 0.397 -1.805 -1.222 -0.1300 0.2703 -0.0767 0.28
H -1.822 -0.861 -0.834 0.3389 0.1151 -0.1486 0.27
H -1.345 0.611 -1.743 0.2578 -0.4600 0.2531 0.31
H -1.762 0.850 1.148 0.0625 -0.0538 -0.7837 0.36
H -0.502 1.741 0.214 -0.3094 -0.2779 0.1122 0.27
H -0.056 -0.789 1.900 -0.1470 0.2716 -0.3842 0.28
H 0.199 0.999 1.929 1.9347 -1.0266 0.7358 0.28
```
Positions in Å, forces in eV/Å.

As for the HOMO energy: -10.13 eV. Its molar mass is 70.1 g/mol. The calculated total energy comes out at -5345.48808 eV. As for the total charge: 0. Its SMILES is C1CCCC1. The energy above the lowest of the compared OMol25 structures with the same formula, charge and spin is 1.778 eV.

***

The following is a quantum chemistry calculation of a cluster of 2 separate species, C5H10 in total at a distorted geometry, from the OMol25 dataset.

```
15
Properties=species:S:1:pos:R:3:forces:R:3:mulliken_charge:R:1
C 1.206 -1.405 -0.847 0.0239 -0.5274 -1.3871 -0.76
C 0.493 -2.239 -1.606 -0.3712 0.5449 -0.0714 0.08
C -0.939 -2.555 -1.317 0.4397 -1.2585 0.5949 -0.98
H 2.161 -1.092 -1.250 0.2429 0.0093 0.6090 0.25
H 0.792 -0.976 0.054 0.0816 0.1623 0.0264 0.26
H 0.850 -2.737 -2.505 0.5391 0.5053 0.0606 0.30
H -1.650 -1.790 -1.616 0.0620 0.1432 0.1969 0.25
H -1.204 -3.488 -1.822 -0.2000 0.1236 0.0355 0.30
H -0.933 -2.782 -0.244 -0.8191 0.3055 -0.0615 0.29
C 0.403 3.578 1.691 -0.2505 -1.2172 0.1380 -0.44
C -0.699 2.900 2.002 0.2530 -0.0599 0.2377 -0.46
H 1.130 3.721 2.480 0.2274 0.1238 -0.2370 0.22
H 0.688 3.726 0.660 -0.1373 0.7811 -0.0244 0.25
H -0.775 2.446 2.984 -0.3143 0.4352 0.1739 0.20
H -1.524 2.693 1.334 0.2228 -0.0712 -0.2915 0.24
```
Positions in Å, forces in eV/Å.

As for the HOMO energy: -9.54 eV. Its molar mass is 70.1 g/mol. The calculated total energy comes out at -5345.03231 eV. As for the total charge: 0. Its SMILES is C=CC.C=C. The energy above the lowest of the compared OMol25 structures with the same formula, charge and spin is 2.234 eV.

***

The following is a quantum chemistry calculation of a cluster of 2 separate species, C5H10 in total at a distorted geometry, from the OMol25 dataset.

```
15
Properties=species:S:1:pos:R:3:forces:R:3:mulliken_charge:R:1
C 1.237 1.459 0.238 0.5080 -1.1612 -0.0156 -0.53
C 1.274 0.069 -0.136 -1.0406 0.3645 0.1806 -0.57
C -0.202 0.531 0.312 -2.2322 -2.1235 1.2506 -0.03
C -1.324 -0.136 -0.304 3.3200 4.9561 1.3613 -0.12
C -2.573 -0.425 0.543 0.6360 -0.8466 -1.5065 -1.00
H 3.877 -1.030 -0.579 0.0703 0.3461 -0.2742 0.02
H 3.891 -0.416 -1.016 0.0240 -0.3740 0.2514 0.00
H 1.571 2.256 -0.424 -1.0369 -0.3009 -1.1299 0.11
H 1.053 -0.446 -1.069 1.2124 0.3988 -1.1826 0.42
H 1.537 -0.725 0.547 -0.1720 0.1391 0.7820 0.26
H -0.405 0.469 1.368 0.4813 -0.0199 0.4524 0.27
H -1.382 -0.008 -1.402 -0.3075 -0.7751 0.5055 0.32
H -2.955 -0.781 -0.425 -2.3380 -0.8532 1.3406 0.32
H -3.182 0.393 1.011 0.9282 -0.3726 -0.8874 0.27
H -2.417 -1.212 1.336 -0.0530 0.6225 -1.1282 0.27
```
Positions in Å, forces in eV/Å.

As for the HOMO energy: -7.26 eV. Its molar mass is 70.1 g/mol. The calculated total energy comes out at -5339.08468 eV. As for the total charge: 0. The energy above the lowest of the compared OMol25 structures with the same formula, charge and spin is 8.181 eV.

***

The following is a quantum chemistry calculation of a cluster of 2 separate species, C5H10 in total at a distorted geometry, from the OMol25 dataset.

```
15
Properties=species:S:1:pos:R:3:forces:R:3:mulliken_charge:R:1
C 0.283 0.480 -1.893 1.9217 0.1771 -1.1741 -1.10
C 0.699 0.243 -0.449 -2.1143 -2.0790 -1.3885 -0.18
C 1.168 -1.101 -0.066 -0.1369 -0.9259 1.2767 0.53
C -0.064 -1.774 -0.171 1.7839 2.1853 0.0265 -0.77
C 2.088 -1.445 0.888 0.7762 0.4197 -0.1924 -0.74
H 0.495 1.511 -2.195 -0.5456 0.0554 0.0910 0.32
H 0.953 -0.082 -2.562 0.2366 0.0271 0.2803 0.36
H -0.676 0.134 -2.290 -0.3801 0.5137 0.7903 0.32
H -0.113 0.495 0.242 0.8507 0.8694 0.5410 0.22
H -4.194 4.417 3.337 0.3350 0.0805 0.1775 0.00
H -0.311 -2.293 0.743 -1.1585 -0.3173 -0.3315 0.32
H -0.440 -1.600 -1.165 -1.1122 -1.0436 0.2683 0.25
H -4.825 4.265 3.001 -0.3349 -0.0807 -0.1777 0.00
H 1.778 -1.901 1.826 -0.0155 -1.1704 -0.5819 0.21
H 3.160 -1.350 0.755 -0.1061 1.2886 0.3945 0.26
```
Positions in Å, forces in eV/Å.

As for the HOMO energy: -7.36 eV. Its molar mass is 70.1 g/mol. The calculated total energy comes out at -5340.03822 eV. As for the total charge: 0. The energy above the lowest of the compared OMol25 structures with the same formula, charge and spin is 7.228 eV.

***

The following is a quantum chemistry calculation of a cluster of 2 separate species, C5H10 in total at a distorted geometry, from the OMol25 dataset.

```
15
Properties=species:S:1:pos:R:3:forces:R:3:mulliken_charge:R:1
C 0.981 -1.277 0.483 1.5865 -0.2036 -3.7578 -0.68
C 0.778 -0.281 -0.601 0.3423 2.2597 -1.8695 -0.54
C -0.478 0.536 -0.348 -0.0883 1.9269 0.3089 0.65
C -0.270 1.908 0.080 -2.7046 -2.7169 -0.2263 -0.87
C -1.676 -0.064 -0.554 0.6910 0.4233 0.1494 -0.93
H 0.476 -2.145 0.227 -1.0532 -1.8876 -0.0903 0.38
H 0.560 -0.853 1.403 -0.4338 0.4756 1.4605 -0.72
H 2.018 -1.485 0.597 0.7515 -0.1778 0.8599 0.36
H 0.623 -0.632 -1.675 0.5658 -0.3031 1.5845 0.29
H 1.575 0.523 -0.714 -0.4447 -1.3515 0.4665 0.30
H -1.156 2.533 0.302 0.8068 -0.4501 0.1434 0.26
H 0.666 2.339 -0.063 1.3766 0.7687 -0.0122 0.29
H 0.192 -0.480 2.183 -0.4177 1.4569 1.0995 0.63
H -1.726 -1.122 -0.661 -0.1006 -0.6485 -0.2805 0.24
H -2.563 0.499 -0.661 -0.8779 0.4280 0.1640 0.33
```
Positions in Å, forces in eV/Å.

As for the HOMO energy: -6.48 eV. Its molar mass is 70.1 g/mol. The calculated total energy comes out at -5339.60911 eV. As for the total charge: 0. The energy above the lowest of the compared OMol25 structures with the same formula, charge and spin is 7.657 eV.

***

The following is a quantum chemistry calculation of the molecule C5H10 at a distorted geometry, from the OMol25 dataset.

```
15
Properties=species:S:1:pos:R:3:forces:R:3:mulliken_charge:R:1
C -0.866 0.942 -0.336 -0.3081 0.7436 -1.4579 -0.25
C -1.310 1.141 1.091 2.0588 -0.0269 0.6366 -0.84
C 0.100 -0.152 -0.049 -1.0539 -0.2700 0.1787 0.54
C -0.116 -1.672 -0.397 -1.3224 2.5089 -0.4809 -1.35
C 1.538 0.183 -0.023 1.1806 -0.6210 -0.5916 -1.25
H -1.690 0.775 -1.063 0.3587 -0.4064 0.4373 0.31
H -0.327 1.850 -0.769 -0.6402 -1.0283 0.8717 0.24
H -0.818 1.931 1.714 -0.2748 -0.7691 -0.8078 0.25
H -1.749 0.376 1.720 -0.3735 -0.1869 -0.5795 0.35
H -1.150 -1.972 -0.412 -0.6402 0.1027 0.3534 0.38
H 0.405 -2.385 0.176 0.9445 -0.5236 0.8736 0.36
H 0.158 -1.779 -1.445 0.4399 0.0001 -0.1962 0.34
H 2.059 -0.083 0.911 -0.0189 -0.5983 -0.5284 0.26
H 1.840 1.209 -0.166 -0.5562 0.6217 -0.1384 0.39
H 1.927 -0.364 -0.951 0.2056 0.4534 1.4296 0.27
```
Positions in Å, forces in eV/Å.

As for the HOMO energy (alpha / beta): -7.67 / -7.33 eV. Its molar mass is 70.1 g/mol. The calculated total energy comes out at -5343.54775 eV. As for the total charge: 0. The energy above the lowest of the compared OMol25 structures with the same formula, charge and spin is 3.718 eV.